[1]
Here is an isolated ion of composition C10H12NOS and charge +1 from OMol25. Energies are from wB97M-V/def2-TZVPD.

```
25
Properties=species:S:1:pos:R:3:forces:R:3
C 3.337 0.364 -0.147 -0.03 0.00 0.03
C 2.662 0.538 1.051 -0.03 0.04 0.03
C 2.632 0.176 -1.325 0.01 0.01 -0.05
C 1.279 0.498 1.082 -0.16 0.03 -0.14
C 1.249 0.126 -1.308 -0.16 0.11 0.12
C 0.578 0.277 -0.099 0.77 0.23 -0.02
C -1.860 1.007 -0.079 4.27 -1.91 0.00
C -1.227 -1.387 0.024 -0.24 -0.33 0.03
C -3.288 0.754 0.007 -0.85 -0.15 0.08
C -0.160 -2.343 0.425 0.04 -0.43 0.02
N -0.816 -0.010 -0.051 -4.14 2.51 -0.06
O -2.367 -1.677 -0.202 0.13 -0.10 -0.04
S -1.187 2.564 -0.203 0.05 -0.15 0.00
H 4.416 0.362 -0.162 0.10 0.04 0.00
H 3.206 0.677 1.971 0.09 0.05 0.08
H 3.158 0.041 -2.256 0.05 0.01 -0.10
H 0.744 0.605 2.014 -0.06 -0.02 0.12
H 0.691 -0.057 -2.214 -0.06 -0.04 -0.10
H -3.836 1.677 0.193 0.09 -0.02 -0.02
H -3.645 0.308 -0.929 0.10 0.02 0.05
H -3.526 0.012 0.773 0.09 0.09 -0.05
H 0.238 -2.075 1.403 0.07 0.03 0.00
H -0.603 -3.335 0.476 -0.01 0.06 -0.02
H 0.665 -2.350 -0.286 0.01 0.03 0.04
H -2.340 3.247 -0.159 -0.14 -0.12 -0.01
```
Positions in Å, forces in eV/Å.

Results
* Kohn-Sham gap: 8.345 eV
* net charge: +1
* E_tot: -916.1837 hartree

---

[2]
Here is C3H5N3O2S as an isolated structure from OMol25. Energies are from wB97M-V/def2-TZVPD.

```
14
Properties=species:S:1:pos:R:3:forces:R:3
C -0.143 -0.820 0.047 1.18 6.10 -0.05
C 0.110 0.967 0.121 -2.41 -1.94 -1.52
C -1.518 -1.288 0.062 0.82 -1.87 2.44
N 1.011 -1.255 -0.001 -0.43 -1.81 -0.01
N 1.324 1.284 0.044 0.41 0.16 0.33
N -0.958 1.809 -0.035 0.96 0.20 0.37
O 2.937 -0.282 1.249 0.49 0.26 1.85
O 2.953 -0.271 -1.130 0.90 0.41 -2.46
S 2.238 -0.091 0.050 -0.91 -0.82 0.74
H -1.606 -1.423 1.244 -0.49 -0.44 -2.46
H -1.435 -2.201 -0.544 -0.92 -0.25 0.70
H -2.334 -0.658 -0.256 0.31 0.44 -0.24
H -1.815 1.515 -0.441 -0.48 -1.02 0.13
H -0.764 2.716 -0.410 0.57 0.57 0.19
```
Positions in Å, forces in eV/Å.

Results
* Kohn-Sham gap: 10.551 eV
* E_tot: -830.1885 hartree